{"formula": "C48H81F3O32", "method": "ωB97M-V with the def2-TZVPD basis set", "de_lowest_ev": 0.000, "orbital_gap_ev": 9.668, "charge": 0, "smiles": "CCOC(=O)C(F)(F)F.C[C@H]1COC(=O)O1.C[C@H]1COC(=O)O1.C[C@H]1COC(=O)O1.C[C@H]1COC(=O)O1.C[C@H]1COC(=O)O1.C[C@H]1COC(=O)O1.C[C@H]1COC(=O)O1.C[C@H]1COC(=O)O1.COCCOCCOC.COCCOCCOC", "species": ["C", "C", "O", "C", "O", "C", "F", "F", "F", "H", "H", "H", "H", "H", "C", "C", "C", "O", "C", "O", "O", "H", "H", "H", "H", "H", "H", "C", "C", "C", "O", "C", "O", "O", "H", "H", "H", "H", "H", "H", "C", "C", "C", "O", "C", "O", "O", "H", "H", "H", "H", "H", "H", "C", "C", "C", "O", "C", "O", "O", "H", "H", "H", "H", "H", "H", "C", "C", "C", "O", "C", "O", "O", "H", "H", "H", "H", "H", "H", "C", "C", "C", "O", "C", "O", "O", "H", "H", "H", "H", "H", "H", "C", "C", "C", "O", "C", "O", "O", "H", "H", "H", "H", "H", "H", "C", "C", "C", "O", "C", "O", "O", "H", "H", "H", "H", "H", "H", "C", "O", "C", "C", "O", "C", "C", "O", "C", "H", "H", "H", "H", "H", "H", "H", "H", "H", "H", "H", "H", "H", "H", "C", "O", "C", "C", "O", "C", "C", "O", "C", "H", "H", "H", "H", "H", "H", "H", "H", "H", "H", "H", "H", "H", "H"], "coordinates": [[-1.1090, 0.5762, 0.3120], [-1.7009, -0.7409, 0.1790], [-1.8746, -1.0046, -1.2040], [-2.2303, -2.2543, -1.6240], [-2.4932, -3.2009, -0.8820], [-2.1617, -2.4537, -3.1733], [-3.3191, -2.9571, -3.5284], [-1.8858, -1.2587, -3.7428], [-1.1634, -3.2992, -3.4910], [-0.2334, 0.6472, -0.3333], [-0.7390, 0.8360, 1.3038], [-1.7719, 1.3686, -0.0354], [-2.6699, -0.8202, 0.6719], [-1.1318, -1.5126, 0.6973], [-10.8724, -0.8816, -5.1311], [-11.0367, -1.3359, -6.5558], [-10.9084, -0.2467, -7.5945], [-10.0032, -0.7803, -8.5190], [-9.3708, -1.8421, -8.0270], [-8.3805, -2.3239, -8.5968], [-9.9500, -2.2667, -6.8246], [-11.7611, -0.3549, -4.7834], [-10.0663, -0.1662, -4.9682], [-10.5712, -1.7407, -4.5317], [-11.9887, -1.8392, -6.7242], [-10.5991, 0.7128, -7.1800], [-11.8850, -0.1236, -8.0626], [6.4684, 4.6909, 3.5276], [7.7033, 3.7819, 3.4317], [8.8511, 4.2029, 2.4830], [9.9386, 3.6967, 3.2279], [9.6630, 3.6903, 4.5692], [10.5094, 3.6102, 5.4225], [8.3522, 3.8144, 4.6938], [5.9082, 4.6450, 2.5937], [6.7855, 5.7241, 3.6688], [5.7700, 4.4335, 4.3239], [7.3223, 2.7950, 3.1691], [8.9486, 5.2831, 2.3743], [8.8391, 3.7968, 1.4715], [5.6357, -1.2661, -10.1091], [4.5371, -2.0202, -9.3178], [3.0934, -1.7213, -9.7142], [2.4244, -2.9291, -9.7867], [3.3694, -3.9153, -9.8083], [3.0144, -5.1098, -9.9734], [4.5905, -3.3764, -9.6103], [6.6117, -1.2189, -9.6262], [5.3368, -0.2181, -10.0876], [5.6910, -1.6355, -11.1331], [4.6790, -1.8665, -8.2481], [2.9647, -1.2260, -10.6766], [2.6584, -1.0349, -8.9877], [7.6234, -0.1047, 10.9529], [6.0808, -0.0878, 10.9814], [5.4790, 0.7808, 12.0745], [4.2755, 1.2247, 11.4865], [4.3080, 1.0869, 10.1563], [3.4563, 1.4357, 9.3866], [5.4024, 0.3807, 9.8238], [7.9454, 0.9322, 10.8573], [8.1301, -0.6186, 10.1360], [8.0475, -0.5869, 11.8337], [5.7012, -1.0979, 11.1348], [6.0488, 1.6973, 12.2274], [5.3669, 0.2500, 13.0199], [4.2483, 9.8774, -4.8847], [4.9408, 8.5206, -4.7796], [5.3053, 8.1035, -3.3333], [4.9697, 6.6608, -3.2451], [4.2034, 6.3531, -4.3203], [3.5828, 5.2556, -4.3702], [4.1313, 7.4192, -5.1617], [4.1048, 10.1403, -5.9327], [4.8554, 10.6830, -4.4718], [3.2954, 9.8405, -4.3568], [5.8637, 8.5366, -5.3594], [4.7869, 8.6759, -2.5640], [6.3805, 8.2659, -3.2583], [0.6917, -5.6192, 5.6627], [0.2569, -7.0602, 5.4576], [-1.1895, -7.1806, 5.1070], [-1.1364, -7.9593, 3.9091], [0.1458, -8.1328, 3.5302], [0.4513, -8.7620, 2.5352], [0.9739, -7.4535, 4.3233], [0.4452, -5.3506, 6.6899], [0.2561, -4.8269, 5.0539], [1.7745, -5.4947, 5.6557], [0.5860, -7.6056, 6.3420], [-1.6779, -6.2157, 4.9706], [-1.7417, -7.6280, 5.9334], [-4.3823, 6.3036, 4.0155], [-3.3418, 7.2531, 4.6325], [-2.2743, 6.5231, 5.5232], [-1.0908, 6.9917, 4.8240], [-1.3886, 7.8356, 3.8290], [-0.5779, 8.4710, 3.1182], [-2.6907, 7.9320, 3.6518], [-5.0018, 5.9148, 4.8237], [-3.9035, 5.4795, 3.4868], [-5.0634, 6.7955, 3.3209], [-3.8678, 7.9205, 5.3151], [-2.3999, 5.4456, 5.4166], [-2.3486, 6.6719, 6.6004], [-2.7634, 6.0011, -5.2795], [-4.2084, 5.4887, -5.3528], [-4.4397, 4.1541, -5.9591], [-5.2082, 3.4877, -4.9632], [-5.2709, 4.2482, -3.7872], [-5.7149, 3.8742, -2.6937], [-4.6978, 5.4343, -3.9898], [-2.6778, 6.9455, -4.7419], [-2.1875, 6.1065, -6.1989], [-2.1245, 5.3199, -4.7176], [-4.7572, 6.2281, -5.9361], [-3.5511, 3.5625, -6.1796], [-5.0756, 4.2793, -6.8354], [11.9344, -0.7164, -1.2389], [10.6482, -0.3197, -1.8061], [9.9536, -1.4372, -2.3405], [9.1181, -2.0644, -1.1950], [7.8932, -1.4069, -1.2367], [6.8347, -2.1216, -0.5291], [6.1825, -3.2461, -1.3964], [6.9651, -4.1643, -2.0679], [6.2240, -5.1397, -2.7924], [12.6233, -0.6884, -2.0831], [11.9126, -1.6976, -0.7649], [12.2262, -0.0197, -0.4530], [10.5559, -2.2299, -2.7843], [9.3105, -1.0594, -3.1354], [9.6692, -1.9593, -0.2605], [8.9990, -3.1230, -1.4258], [6.1728, -1.3270, -0.1845], [7.2850, -2.5034, 0.3871], [5.5381, -2.7027, -2.0875], [5.3872, -3.7746, -0.8708], [5.3665, -4.8121, -3.3802], [5.8096, -5.7934, -2.0250], [6.8748, -5.6026, -3.5341], [-11.1411, -1.5793, 4.9905], [-10.5315, -2.7945, 4.5725], [-10.1801, -2.6773, 3.1937], [-9.3113, -3.8806, 2.8978], [-10.0819, -5.0952, 2.9462], [-9.3797, -6.2532, 2.4117], [-10.3149, -7.4537, 2.2929], [-10.8849, -7.6758, 3.6100], [-11.5103, -8.9486, 3.7798], [-10.3106, -0.8788, 5.0775], [-11.5371, -1.8974, 5.9549], [-11.9030, -1.2612, 4.2788], [-9.7659, -1.7190, 2.8803], [-11.1030, -2.7079, 2.6146], [-8.4454, -3.8861, 3.5597], [-9.0272, -3.7562, 1.8529], [-8.5337, -6.5570, 3.0283], [-8.9355, -6.0263, 1.4425], [-9.7087, -8.2960, 1.9594], [-11.1144, -7.2907, 1.5701], [-10.7496, -9.7284, 3.8169], [-12.2649, -9.1546, 3.0207], [-11.8999, -8.9403, 4.7978]], "forces_ev_per_angstrom": [[1.18, 2.08, -0.45], [-1.28, -1.80, 1.31], [-0.25, -1.59, -1.79], [0.53, -1.12, 2.77], [0.46, 2.31, -1.78], [1.06, 1.12, 1.64], [-0.25, 0.02, -0.96], [-0.60, -0.89, -0.39], [-0.62, 0.30, 0.04], [0.14, -0.07, -0.07], [-0.34, -0.28, 0.15], [-0.15, -0.02, 0.13], [-0.28, 0.19, -0.10], [0.40, -0.23, -0.51], [0.15, 0.23, 0.39], [0.40, -0.33, 0.86], [-1.09, -0.01, 0.21], [0.28, 0.48, -0.59], [3.07, -2.03, -0.71], [-3.34, 1.05, 2.25], [0.44, 1.16, -2.20], [-0.19, -0.43, 0.24], [0.24, 0.06, -0.56], [-0.63, 0.00, 0.25], [0.12, -0.38, 0.27], [0.40, -0.05, -0.14], [0.16, 0.26, -0.28], [0.53, 0.26, -0.55], [-1.39, 1.06, -0.79], [-0.82, -0.08, 0.60], [1.53, -0.11, -0.02], [1.59, 0.06, -0.57], [-1.45, -0.02, -0.89], [-0.64, -0.35, 1.28], [0.03, -0.02, -0.10], [-0.03, 0.05, 0.08], [0.32, -0.26, 0.08], [0.49, -0.40, 0.34], [-0.09, 0.20, 0.24], [-0.07, -0.40, 0.29], [-0.95, 0.41, 0.72], [0.45, 1.15, -0.64], [-0.01, 2.61, -0.10], [0.50, -1.32, 0.35], [-2.51, -3.77, -0.36], [2.36, 4.60, 0.65], [0.14, -2.92, -0.31], [-0.03, -0.70, 0.00], [-0.16, 0.16, -0.42], [0.05, 0.09, 0.10], [0.02, -0.12, 0.10], [0.47, 0.09, -0.23], [-0.33, -0.28, 0.15], [-0.39, 0.67, -0.63], [0.39, -1.20, 0.69], [0.97, 0.63, -0.31], [-1.33, 0.28, 0.71], [-0.71, -0.60, -0.62], [0.86, 0.00, 0.76], [0.89, 0.31, -1.05], [0.26, 0.04, 0.35], [-0.71, -0.20, -0.34], [-0.34, 0.33, 0.33], [0.12, -0.28, -0.02], [0.44, -0.13, 0.27], [-0.47, 0.13, -0.15], [-0.13, -0.60, -0.30], [0.38, -0.04, 1.55], [0.47, -0.39, -0.51], [0.34, 1.79, -0.63], [-2.18, -3.06, 1.13], [2.55, 4.66, -0.69], [-0.96, -1.15, -0.95], [-0.26, -0.10, 0.02], [0.18, -0.23, 0.23], [-0.04, 0.11, -0.10], [-0.14, -0.23, -0.34], [-0.18, -0.31, 0.00], [-0.05, -0.44, 0.60], [0.18, 0.75, 1.75], [1.42, 2.88, 0.79], [-0.43, -0.21, 0.35], [-0.75, -0.12, 0.54], [0.16, -1.22, -2.92], [-0.32, 1.13, 1.98], [0.25, -1.42, -0.69], [-0.25, 0.18, 0.20], [-0.18, -0.51, -0.46], [0.04, -0.33, -0.33], [-0.15, -0.48, -0.19], [0.16, 0.03, -0.62], [-0.13, -0.68, -0.41], [0.17, 0.12, 0.41], [-2.73, -1.95, 2.32], [-0.72, 0.00, -2.26], [0.67, -0.35, 1.19], [3.38, 2.43, -2.68], [-2.40, -2.53, 2.71], [0.39, 0.95, -0.88], [0.03, -0.23, 0.00], [0.06, -0.03, 0.04], [0.21, 0.25, 0.03], [-0.11, 0.53, -0.33], [0.48, -0.11, -0.38], [0.60, 0.93, -0.19], [0.74, -0.45, 0.55], [1.76, 2.45, 0.01], [-0.72, -0.71, 0.10], [-0.60, 0.07, 1.89], [-0.66, -1.83, 2.11], [1.10, 0.92, -3.80], [-0.11, -0.16, -0.87], [-0.38, 0.08, -0.12], [-0.70, 0.06, -0.49], [-0.25, -0.33, 0.29], [-0.43, 0.15, 0.48], [0.03, 0.11, 0.01], [0.23, -0.37, -0.16], [-1.01, 0.58, -0.68], [1.32, -0.55, 0.34], [-0.52, -0.02, 1.17], [0.68, -0.30, -2.03], [-1.83, -0.32, 0.84], [1.94, -0.42, -0.44], [-2.05, 1.56, 0.21], [1.18, 0.22, -0.76], [-0.09, 0.05, 0.58], [0.44, -0.21, 0.30], [-0.15, -0.20, -0.21], [-0.10, 0.26, -0.28], [0.71, 0.22, 0.01], [-0.20, -0.04, 0.20], [-0.13, 0.16, 0.31], [-0.14, -0.19, 0.20], [-0.64, -0.42, -0.50], [0.03, -0.40, 0.12], [0.20, 0.33, -0.78], [0.13, -0.21, 1.05], [-0.08, 0.91, 0.11], [0.09, -0.72, -0.33], [0.21, -0.27, 0.56], [0.79, -1.45, 0.54], [0.13, 0.83, -1.17], [-0.81, -1.54, 0.81], [-0.72, -0.22, -1.28], [0.81, -0.45, -0.16], [-0.62, 0.64, 0.37], [-0.34, 0.60, 1.40], [0.26, -0.31, -1.05], [0.92, 0.65, 0.48], [-0.42, 0.68, 0.21], [-0.34, 0.89, 0.08], [-0.16, 0.18, 0.15], [0.81, 0.12, 0.53], [-0.26, -0.41, -0.26], [0.07, -0.20, 0.05], [0.69, 0.01, -0.18], [-0.01, 0.20, 0.51], [-0.19, 0.15, -0.37], [0.04, -0.28, 0.05], [-0.12, 0.10, -0.08], [0.10, -0.29, -0.48], [-0.12, -0.02, 0.06], [-0.50, 0.12, -0.22]]}